This record from the OMol25 dataset describes 2 unconnected molecules or ions with the total composition C7H11N2O2. The level of theory is wB97M-V/def2-TZVPD.

Positions of all 22 atoms, in Å:
C1 0.55044 -3.32574 -0.52353
C2 1.60333 -2.15572 -0.84392
C3 -0.62008 -2.64228 0.30327
O1 -0.84775 -2.82216 1.46391
O2 -0.79149 -1.58192 -0.31948
H1 0.08926 -3.34779 -1.57644
H2 0.86048 -4.22511 -0.08642
H3 1.16913 -1.61191 -1.74273
H4 2.49838 -2.71267 -1.07746
H5 1.79032 -1.46504 -0.00388
C4 -0.47241 3.76226 -0.71385
C5 -0.42446 1.50479 2.10184
C6 -0.42292 2.67142 0.25158
C7 -0.51473 1.26600 -0.18325
N1 -0.24624 2.83140 1.61058
N2 -0.69500 0.53468 1.09261
H6 -0.46593 1.15882 3.08545
H7 -1.04495 -0.46907 1.11630
H8 -0.36457 0.64810 -1.13287
H9 -0.48090 3.27027 -1.70860
H10 0.33788 4.51772 -0.61397
H11 -1.50777 4.19396 -0.49911

Total charge: -1
Kohn-Sham gap in eV: 8.25
Lowest unoccupied orbital energy in hartree: 0.139
ΔE to the lowest compared entry with this formula, charge and spin in kJ/mol: 270.67

How is the electron density shared among the atoms? According to Mulliken, the charges in e are: C -0.681; C -0.813; C 0.561; O -0.718; O -0.715; H 0.172; H 0.514; H 0.159; H 0.357; H 0.209; C -0.868; C -0.369; C 0.483; C -0.203; N -0.680; N 0.011; H 0.459; H 0.269; H 0.163; H 0.237; H 0.273; H 0.180

This record from the OMol25 dataset describes 2 unconnected molecules or ions with the total composition C7H11N2O2. The level of theory is wB97M-V/def2-TZVPD.

Positions of all 22 atoms, in Å:
C1 -1.62955 2.56057 0.69750
C2 -0.73056 1.55094 1.34550
C3 -0.37085 0.31057 0.91148
C4 0.60026 0.75830 2.80002
N1 -0.10198 1.83249 2.53181
N2 0.55953 -0.15211 1.80565
H1 -2.48898 2.75621 1.34904
H2 -1.91668 2.31901 -0.32022
H3 -0.66603 -0.30272 0.07872
H4 1.25338 0.64375 3.65396
H5 0.89595 -1.10973 1.88917
H6 -1.07866 3.50018 0.71216
C5 0.20519 -1.89042 -1.66951
C6 0.28702 -0.71693 -2.62375
C7 1.30874 -1.92297 -0.55876
O1 2.44104 -1.57247 -0.93003
O2 0.96954 -2.49725 0.51602
H7 -0.75983 -1.93154 -1.15256
H8 0.28329 -2.81787 -2.24201
H9 0.02058 0.26507 -2.23698
H10 -0.36136 -0.93918 -3.48591
H11 1.27997 -0.64391 -3.07131

Total charge: -1
Kohn-Sham gap in eV: 8.32
Lowest unoccupied orbital energy in hartree: 0.137
ΔE to the lowest compared entry with this formula, charge and spin in kJ/mol: 20.66

How is the electron density shared among the atoms? According to Mulliken, the charges in e are: C -1.162; C 0.432; C -0.257; C -0.271; N -0.745; N 0.095; H 0.263; H 0.290; H 0.290; H 0.395; H 0.218; H 0.307; C -0.426; C -0.931; C 0.569; O -0.739; O -0.851; H 0.336; H 0.388; H 0.222; H 0.313; H 0.263

This record from the OMol25 dataset describes a gas-phase ion, C7H11N2O2 (charge +1). The level of theory is wB97M-V/def2-TZVPD.

Positions of all 22 atoms, in Å:
C1 -0.99936 1.21539 0.07475
C2 0.13032 1.89649 0.29217
C3 -1.65733 -0.99385 -0.32244
C4 -2.41460 1.09156 0.48165
C5 1.27455 1.06467 0.00059
C6 1.23170 -1.07870 -1.26721
C7 0.94657 -1.11585 1.04569
N1 -0.60101 -0.00116 -0.37538
N2 0.74967 -0.34363 -0.15198
O1 -1.48990 -2.05022 -0.77950
O2 -2.67347 -0.35435 0.20628
H1 -2.78606 1.31838 1.50193
H2 -3.05111 1.60372 -0.24912
H3 2.22086 1.07325 0.62719
H4 1.62715 1.31754 -0.95287
H5 0.29596 2.91622 0.69375
H6 1.05815 -0.61268 -2.28829
H7 2.35680 -1.13682 -1.40299
H8 0.93776 -2.08431 -1.40938
H9 1.83260 -0.74819 1.45433
H10 0.16090 -0.78688 1.78263
H11 0.84984 -2.19056 1.03822

Total charge: +1
SMILES: C[N+]1(C)CC=C2COC(=O)N21
Kohn-Sham gap in eV: 10.27
Lowest unoccupied orbital energy in hartree: -0.106
ΔE to the lowest compared entry with this formula, charge and spin in kJ/mol: 241.59

How is the electron density shared among the atoms? According to Mulliken, the charges in e are: C 0.067; C -0.537; C 0.505; C -0.234; C -0.451; C -0.892; C -0.707; N -0.338; N 0.415; O -0.439; O -0.368; H 0.312; H 0.264; H 0.404; H 0.341; H 0.419; H 0.433; H 0.405; H 0.386; H 0.292; H 0.373; H 0.350

This record from the OMol25 dataset describes a gas-phase ion, C7H11N2O2Si (charge -1). The level of theory is wB97M-V/def2-TZVPD.

Positions of all 23 atoms, in Å:
C1 1.71782 1.87008 2.67236
C2 0.66715 1.05875 2.48988
C3 1.02344 0.75082 0.70615
C4 -0.29042 0.29030 3.43604
C5 -1.91436 0.61979 -0.26706
C6 -0.35799 -1.87896 0.40338
C7 0.52167 -0.01639 -2.20248
N1 2.13999 1.32153 0.47191
N2 2.65380 1.87560 1.65371
O1 -1.31805 -0.17211 2.91568
O2 0.20238 0.34981 4.55143
Si1 -0.20349 -0.13286 -0.44741
H1 2.04157 2.29164 3.57941
H2 -1.88302 1.05430 0.85379
H3 -1.84886 1.53543 -0.81376
H4 -2.99954 0.22824 -0.33884
H5 -1.01506 -2.33039 -0.26257
H6 0.50224 -2.42832 0.60665
H7 -0.93767 -1.79979 1.32423
H8 1.59028 -0.24085 -2.34427
H9 -0.09602 -0.51135 -2.91412
H10 0.54861 1.11654 -2.46462
H11 3.44972 2.51197 1.51611

Total charge: -1
SMILES: C[Si](C)(C)c1n[nH]cc1C(=O)[O-]
Kohn-Sham gap in eV: 7.68
Lowest unoccupied orbital energy in hartree: 0.128
ΔE to the lowest compared entry with this formula, charge and spin in kJ/mol: 157.94

How is the electron density shared among the atoms? According to Mulliken, the charges in e are: C -0.557; C 0.201; C 0.354; C 0.405; C -1.005; C -1.251; C -1.026; N -0.803; N -0.026; O -0.683; O -0.707; Si 0.385; H 0.512; H 0.304; H 0.349; H 0.329; H 0.380; H 0.394; H 0.333; H 0.311; H 0.322; H 0.238; H 0.242